## 1
DFT (ωB97M-V/def2-TZVPD) results for an isolated molecule of C4H7N3S.

Geometry as XYZ:
```
15
Properties=species:S:1:pos:R:3:nbo_charge:R:1
S 1.117 -1.123 -2.395 0.2008
N 0.214 -1.232 -0.954 -0.6329
N 0.678 2.571 0.495 -0.8069
N -1.612 -1.612 0.327 -0.5367
C -0.118 0.195 0.709 0.2752
C -1.214 -0.475 0.996 -0.1252
C -0.888 -1.906 -0.745 0.2448
C 0.964 1.133 0.923 -0.3716
H 0.053 3.032 1.270 0.3535
H -1.763 -0.524 1.908 0.2627
H 1.866 0.954 0.372 0.2578
H 0.542 -2.164 -3.053 0.1029
H -1.237 -2.644 -1.417 0.1864
H 0.179 2.443 -0.363 0.3571
H 1.221 1.353 1.925 0.2323
```

LUMO level ... -0.018 Eh
HOMO ... -8.01 eV


## 2
DFT (ωB97M-V/def2-TZVPD) results for a structure of composition C4H7N3S.

Geometry as XYZ:
```
15
Properties=species:S:1:pos:R:3:nbo_charge:R:1
S -1.100 -1.796 2.908 -0.0362
N -0.227 0.932 -1.435 -0.2344
N -0.065 2.342 -1.878 -0.6454
N -0.437 -0.354 0.811 -0.4691
C 1.038 -1.683 -0.753 -0.4398
C 0.373 -1.380 0.342 -0.0605
C -0.267 0.950 0.019 0.1669
C -1.153 -0.480 1.976 -0.0936
H 1.366 -2.783 -0.806 0.2202
H 0.997 -1.117 -1.826 0.2323
H 0.730 2.241 -2.793 0.3778
H -0.219 1.929 0.986 0.2001
H 0.159 -2.242 1.096 0.2324
H 0.479 2.899 -0.845 0.3390
H -1.673 0.543 2.199 0.2105
```

LUMO level ... -0.017 Eh
HOMO ... -8.61 eV


Sorted by energy, starting with the most stable: 1, 2.


## 1
DFT (ωB97M-V/def2-TZVPD) results for the ion C4H10N3O with charge +1.

Geometry as XYZ:
```
18
Properties=species:S:1:pos:R:3:nbo_charge:R:1
O -3.432 -0.078 -0.098 -0.1628
N 1.369 -1.186 0.273 -0.8672
N -0.561 -0.041 0.253 -0.4488
N -3.042 1.095 0.381 -0.3174
C 1.407 1.133 -0.479 -0.6118
C -2.697 -1.085 -0.278 0.1735
C -1.208 -1.122 -0.136 0.1065
C 0.837 0.099 0.560 0.0849
H -3.898 1.609 0.500 0.3596
H 1.782 -1.719 1.151 0.4084
H 2.450 1.563 -0.095 0.2627
H 2.111 -1.089 -0.419 0.3928
H -1.314 0.755 0.560 0.4657
H 0.571 1.976 -0.499 0.2262
H -0.760 -2.122 -0.164 0.2722
H 0.786 0.462 1.647 0.2267
H 1.374 0.602 -1.387 0.2179
H -3.157 -1.912 -0.628 0.2111
```

LUMO level (alpha / beta) ... -0.212 / -0.202 Eh
Total charge ... +1
HOMO (alpha / beta) ... -14.36 / -13.54 eV


## 2
DFT (ωB97M-V/def2-TZVPD) results for a cluster of 2 separate species, C4H10N3O in total.

Geometry as XYZ:
```
18
Properties=species:S:1:pos:R:3:nbo_charge:R:1
O -3.338 -0.226 0.989 -0.3036
N -1.362 -0.026 -0.404 -0.4221
N 1.359 -0.793 0.804 -0.2035
N 1.149 -0.835 2.054 -0.4189
C -1.098 1.166 -1.110 -0.4108
C -2.396 -0.153 0.308 0.9683
C 1.839 0.372 0.093 -0.4321
C -0.440 -1.118 -0.322 -0.3351
H 1.784 0.138 -1.040 0.2212
H 1.768 -1.752 0.524 0.4261
H -1.452 1.100 -2.167 0.2500
H 1.115 1.243 0.284 0.2038
H -1.847 2.002 -0.703 0.2484
H -0.095 1.369 -1.056 0.2293
H 2.818 0.634 0.379 0.2402
H 0.976 0.115 2.482 0.3182
H 0.041 -1.215 -1.270 0.1944
H -0.823 -2.021 0.155 0.2262
```

LUMO level (alpha / beta) ... -0.160 / -0.161 Eh
Total charge ... +1
HOMO (alpha / beta) ... -11.88 / -11.79 eV


## 3
DFT (ωB97M-V/def2-TZVPD) results for a cluster of 2 separate species, C4H10N3O in total.

Geometry as XYZ:
```
18
Properties=species:S:1:pos:R:3:nbo_charge:R:1
O 1.496 0.019 0.766 -0.5481
N -2.520 0.025 0.423 -0.3933
N -1.593 -0.428 -0.377 -0.0600
N 2.748 -0.385 0.415 -0.1281
C -2.883 1.411 0.706 -0.4283
C 0.233 -1.518 -1.874 -0.7423
C 3.799 0.180 0.857 -0.1615
C -0.726 -0.923 -0.995 0.5952
H 3.509 1.069 1.496 0.1542
H 1.694 0.894 1.154 0.4461
H -3.095 -0.651 0.894 0.4198
H 1.154 -1.619 -1.334 0.3071
H 4.740 -0.236 0.470 0.2464
H 0.438 -0.835 -2.815 0.3094
H -0.219 -2.345 -2.294 0.2856
H -3.962 1.675 0.743 0.2498
H -2.531 1.715 1.810 0.2212
H -2.283 1.953 -0.045 0.2266
```

LUMO level ... -0.128 Eh
Total charge ... +1
HOMO ... -13.55 eV


Sorted by energy, starting with the most stable: 1, 3, 2.


## 1
DFT (ωB97M-V/def2-TZVPD) results for a cluster of 2 separate species, C4H10N3O in total.

Geometry as XYZ:
```
18
Properties=species:S:1:pos:R:3:nbo_charge:R:1
O -1.960 -0.703 -0.781 -0.5159
N -0.277 -0.692 1.398 -0.4061
N 0.042 0.458 0.558 -0.4139
N 0.837 -1.505 -0.470 -0.5748
C 0.716 -1.598 0.973 -0.1093
C -2.645 0.143 -0.300 0.6861
C 0.800 -0.118 -0.804 -0.0346
C -3.201 1.207 0.217 -0.7371
H -3.135 2.134 -0.499 0.3079
H 1.574 -1.474 1.636 0.2189
H 0.303 -2.566 1.115 0.2329
H 0.186 0.038 -1.635 0.2211
H 0.753 0.974 0.991 0.4189
H 0.093 -1.955 -0.925 0.3917
H -3.857 1.326 0.959 0.2805
H -0.809 0.973 0.428 0.4417
H 1.638 0.549 -0.899 0.2128
H -1.187 -1.012 1.250 0.3792
```

LUMO level ... -0.136 Eh
Total charge ... +1
HOMO ... -14.19 eV


## 2
DFT (ωB97M-V/def2-TZVPD) results for a structure of composition C4H10N3O.

Geometry as XYZ:
```
18
Properties=species:S:1:pos:R:3:nbo_charge:R:1
O -1.383 -1.888 -0.615 -0.6525
N -0.947 0.624 -0.244 -0.3158
N 0.475 0.781 -0.423 -0.4702
N 0.533 -1.297 0.556 -0.5435
C -1.764 1.517 0.478 -0.4484
C 1.226 -0.334 -0.043 0.5001
C -0.900 -1.177 0.401 0.5117
C 2.739 -0.439 -0.145 -0.6543
H -2.451 0.878 1.144 0.2265
H 0.997 1.669 -0.507 0.4342
H -1.282 2.127 1.193 0.2459
H 3.077 0.618 -0.255 0.2385
H 2.994 -0.985 0.716 0.2721
H -0.747 -2.397 -1.097 0.5204
H -1.584 -1.115 1.219 0.2028
H -1.399 0.483 -1.154 0.4188
H 2.848 -1.159 -1.044 0.2723
H -2.433 2.093 -0.180 0.2415
```

LUMO level ... -0.108 Eh
Total charge ... +1
HOMO ... -14.28 eV


Sorted by energy, starting with the most stable: 2, 1.


## 1
DFT (ωB97M-V/def2-TZVPD) results for a structure of composition C4H10N3O.

Geometry as XYZ:
```
18
Properties=species:S:1:pos:R:3:nbo_charge:R:1
O -1.598 1.465 0.701 -0.4885
N -0.113 0.129 -0.775 -0.3695
N 0.719 1.263 -0.631 -0.4086
N 1.677 -0.343 0.693 -0.5957
C 1.919 0.980 0.281 -0.0722
C 0.778 -0.951 -0.308 -0.1084
C -2.702 -0.701 0.035 -0.7382
C -1.650 0.395 0.203 0.7833
H -3.501 -0.532 -0.848 0.3130
H -2.262 -1.609 -0.101 0.2444
H 1.053 1.662 -1.505 0.4285
H 0.119 -1.905 -0.030 0.2410
H 1.457 -1.305 -1.084 0.2093
H 0.128 2.126 -0.391 0.4496
H 1.194 -0.279 1.580 0.3695
H 2.901 0.956 -0.328 0.2234
H -3.274 -0.599 1.083 0.2871
H 1.947 1.716 1.021 0.2319
```

LUMO level ... -0.132 Eh
Total charge ... +1
HOMO ... -14.14 eV


## 2
DFT (ωB97M-V/def2-TZVPD) results for the ion C4H10N3O with charge +1.

Geometry as XYZ:
```
18
Properties=species:S:1:pos:R:3:nbo_charge:R:1
O 2.915 -0.215 -0.465 -0.4329
N 0.891 0.796 0.047 -0.1119
N -0.036 1.177 0.745 0.0636
N -1.941 0.400 -0.668 -0.6205
C -1.412 1.197 0.364 -0.1303
C 2.023 0.720 -0.509 0.4471
C 2.981 -1.290 0.539 -0.2888
C -2.829 -0.671 -0.282 -0.4026
H 3.789 -2.052 0.145 0.2516
H -1.375 0.190 -1.411 0.3804
H -1.511 2.321 0.214 0.2749
H 1.985 -1.791 0.391 0.2088
H -1.863 1.165 1.353 0.2613
H -3.748 -0.294 0.040 0.2099
H -3.095 -1.171 -1.220 0.2276
H 2.196 1.565 -1.252 0.2459
H -2.281 -1.166 0.440 0.1817
H 3.311 -0.881 1.528 0.2342
```

LUMO level ... -0.196 Eh
Total charge ... +1
HOMO ... -13.17 eV


Sorted by energy, starting with the most stable: 1, 2.


## 1
DFT (ωB97M-V/def2-TZVPD) results for the ion H2NO3S2 with charge -1.

Geometry as XYZ:
```
8
Properties=species:S:1:pos:R:3:nbo_charge:R:1
S 3.923 0.359 -0.006 -0.6422
S 2.073 -0.260 0.017 2.0879
O 1.566 -0.812 1.214 -1.0039
O 1.117 1.140 -0.116 -0.5851
O 1.849 -1.037 -1.219 -0.9979
N -0.195 0.560 0.065 -0.5819
H -0.472 -0.015 -0.770 0.3467
H 0.080 0.076 0.925 0.3764
```

LUMO level ... 0.138 Eh
Total charge ... -1
HOMO ... -4.24 eV


## 2
DFT (ωB97M-V/def2-TZVPD) results for a cluster of 2 separate species, H2NO3S2 in total.

Geometry as XYZ:
```
8
Properties=species:S:1:pos:R:3:nbo_charge:R:1
S -1.358 -0.576 -1.765 1.6537
S 0.393 -0.238 0.909 0.4278
O -0.698 1.005 -2.242 -0.9588
O -1.479 -1.213 -3.089 -1.0430
O -2.721 -0.265 -1.239 -1.0322
N 0.377 -0.477 2.447 -0.8104
H -1.368 1.103 -2.954 0.4505
H 1.195 -1.125 2.855 0.3123
```

LUMO level (alpha / beta) ... 0.080 / 0.081 Eh
Total charge ... -1
HOMO (alpha / beta) ... -4.33 / -4.33 eV


Sorted by energy, starting with the most stable: 1, 2.